C19H23NOS | ωB97M-V with the def2-TZVPD basis set

E: -1266.028701 Ha
SMILES string: Cc1ccc(CNC(=O)CCSCc2ccccc2C)cc1
energy above the lowest of the compared OMol25 structures with the same formula, charge and spin: 0.049 eV
HOMO-LUMO gap: 0.3337 hartree

Each line ends with the Mulliken charge.
CARTESIAN COORDINATES (ANGSTROEM)
C  -4.71430  -0.35217  -1.34775  -1.591
C  -3.46716  0.31198  -0.84742  0.918
C  -2.25121  0.14529  -1.49109  -0.737
C  -1.10157  0.75520  -1.01787  -0.087
C  -1.14648  1.56848  0.10358  0.686
C  0.06814  2.27403  0.64640  -0.789
N  1.19843  2.23481  -0.24854  -0.120
C  2.44070  1.91497  0.15964  0.444
O  2.73225  1.72285  1.32213  -0.647
C  3.46452  1.78822  -0.96078  -0.716
C  3.92222  0.33732  -1.05513  -0.598
S  2.58866  -0.77390  -1.64258  -0.140
C  2.44883  -1.99337  -0.26467  -1.463
C  1.36155  -1.64408  0.69673  1.184
C  1.67701  -1.00523  1.88894  -0.343
C  0.68662  -0.64650  2.78473  -0.891
C  -0.63537  -0.93072  2.49387  -0.722
C  -0.95548  -1.57719  1.31365  -0.552
C  0.02609  -1.93889  0.40270  1.207
C  -0.34697  -2.64504  -0.86496  -1.950
C  -2.36535  1.73827  0.75163  -0.916
C  -3.50544  1.11390  0.28865  -0.623
H  -5.13048  -1.00620  -0.58224  0.331
H  -4.51113  -0.94364  -2.23694  0.350
H  -5.47012  0.39328  -1.59202  0.386
H  -2.19503  -0.47299  -2.37563  0.371
H  -0.16653  0.57199  -1.52579  0.189
H  -0.19218  3.31728  0.87449  0.382
H  0.39399  1.79829  1.57825  0.263
H  1.01408  2.39850  -1.22524  0.331
H  3.05782  2.11834  -1.91719  0.315
H  4.32877  2.40661  -0.70731  0.376
H  4.23682  -0.01419  -0.07469  0.289
H  4.74538  0.23909  -1.76399  0.437
H  3.42316  -2.02241  0.21972  0.534
H  2.26438  -2.94663  -0.75803  0.440
H  2.70639  -0.77379  2.11833  0.263
H  0.95193  -0.14349  3.70233  0.367
H  -1.41833  -0.65080  3.18339  0.393
H  -1.98929  -1.79800  1.08980  0.403
H  0.09124  -2.14660  -1.72796  0.336
H  -1.42711  -2.66681  -0.98144  0.398
H  0.01740  -3.67317  -0.85001  0.451
H  -2.41440  2.36495  1.63079  0.433
H  -4.44244  1.25216  0.80951  0.405



C3H7NO3 | ωB97M-V with the def2-TZVPD basis set

E: -398.770871 Ha
energy above the lowest of the compared OMol25 structures with the same formula, charge and spin: 7.260 eV
HOMO-LUMO gap: 0.3490 hartree

Each line ends with the Mulliken charge.
CARTESIAN COORDINATES (ANGSTROEM)
C  -0.15574  -0.67578  0.55666  -0.204
C  2.22805  0.30519  -0.75314  -0.594
C  -0.49916  0.43144  -0.33407  0.874
N  -2.33325  0.21176  0.70263  -0.403
O  -1.88512  -1.10352  0.62982  -0.452
O  1.30306  0.51769  0.28677  -0.531
O  -0.64135  0.78121  -1.43524  -0.357
H  -3.09439  0.37968  0.04752  0.242
H  -2.65621  0.43591  1.64410  0.215
H  -0.05514  -0.46951  1.60781  0.241
H  0.29601  -1.57780  0.15742  0.251
H  3.07018  0.99280  -0.62388  0.217
H  1.80132  0.49269  -1.74914  0.262
H  2.62174  -0.72175  -0.73725  0.240



C3H14O3S | ωB97M-V with the def2-TZVPD basis set

E: -746.559761 Ha
SMILES string: CCCS.O.O.O
energy above the lowest of the compared OMol25 structures with the same formula, charge and spin: 1.309 eV
HOMO-LUMO gap: 0.3516 hartree

Each line ends with the Mulliken charge.
CARTESIAN COORDINATES (ANGSTROEM)
C  0.95630  -2.45949  1.69142  -1.040
C  1.65930  -1.89551  0.40043  -0.477
C  1.21542  -0.43672  0.13868  -0.329
S  1.86199  0.34807  -1.39690  -0.244
H  1.12917  -3.64702  1.54614  0.273
H  1.25578  -2.02458  2.68544  0.310
H  -0.13675  -2.25457  1.58935  0.276
H  1.46293  -2.41863  -0.53275  0.396
H  2.69078  -2.13870  0.75021  0.305
H  0.12748  -0.14670  0.12516  -0.003
H  1.56184  0.19770  0.85341  0.477
H  2.86555  -0.50453  -1.26119  0.102
O  -1.64465  2.13411  -1.29846  -0.641
H  -1.03010  1.64650  -0.75240  0.283
H  -1.34420  3.04142  -1.39002  0.297
O  -3.27774  0.18962  -0.03920  -0.690
H  -3.33023  -0.59280  -0.59797  0.307
H  -3.05271  0.90302  -0.65336  0.363
O  -1.50532  1.34396  1.67128  -0.601
H  -2.13009  0.67766  1.33723  0.340
H  -1.42568  1.10092  2.59912  0.295



C23H18BrI2N4O3Pb | ωB97M-V with the def2-TZVPD basis set

E: -4694.038009 Ha
total charge: +1
energy above the lowest of the compared OMol25 structures with the same formula, charge and spin: 0.000 eV
HOMO-LUMO gap (alpha / beta): 0.1497 / 0.1496 hartree

Each line ends with the Mulliken charge.
CARTESIAN COORDINATES (ANGSTROEM)
Pb  0.31207  -1.94305  -0.67661  1.142
C  2.97745  0.88523  1.43171  -0.947
O  1.61654  0.65203  0.93999  -0.001
C  0.83387  1.72885  0.75790  0.470
C  1.22912  3.02553  1.01520  -0.381
C  0.34603  4.13279  0.93198  -0.889
Br  0.84117  5.89453  1.46048  -0.188
C  -0.95726  3.89309  0.52366  -0.708
C  -1.33619  2.58171  0.03966  0.423
C  -0.49272  1.42900  0.18957  0.876
O  -0.92691  0.24015  -0.14874  -1.062
C  -2.57216  2.52800  -0.62526  0.256
N  -3.08725  1.47389  -1.32947  0.086
C  -4.32254  1.88475  -1.91022  0.409
C  -5.29305  1.21474  -2.65617  -0.675
C  -6.41523  1.88206  -3.02827  -0.560
C  -6.57500  3.22878  -2.71191  -0.456
C  -5.61677  3.93533  -1.95719  -0.766
C  -4.49534  3.24799  -1.56964  0.543
N  -3.39080  3.59764  -0.78588  0.033
H  3.55671  1.42066  0.64576  0.397
H  3.46375  -0.08376  1.58799  0.151
H  3.01410  1.44887  2.37935  0.401
H  2.25221  3.23712  1.33416  0.459
H  -1.67421  4.67853  0.44514  0.522
H  -2.59340  0.55562  -1.35725  0.156
H  -5.11795  0.14387  -2.82854  0.372
H  -7.19175  1.41111  -3.64310  0.371
H  -7.43358  3.73450  -3.16388  0.361
H  -5.82444  4.95613  -1.69358  0.412
H  -3.21575  4.48677  -0.37920  0.152
O  2.55200  -2.05159  -1.25474  -0.744
C  3.46372  -2.68094  -0.54815  0.909
C  4.77697  -2.80973  -1.16998  -0.783
C  5.70569  -3.68832  -0.65869  -0.425
C  5.37213  -4.48449  0.49178  -0.608
C  4.20871  -4.27466  1.17779  -0.920
C  3.23832  -3.32937  0.71046  0.309
C  2.23051  -3.00722  1.67055  0.358
N  0.94807  -2.65127  1.45585  -0.317
C  0.37286  -2.32919  2.63262  -0.357
C  1.26011  -2.59877  3.65924  -0.477
N  2.41538  -3.04943  3.05392  -0.111
H  4.94684  -2.24230  -2.08381  0.453
H  6.68612  -3.87315  -1.11641  0.369
H  6.02406  -5.26681  0.81528  0.421
H  4.04456  -5.01569  1.97790  0.369
H  -0.66695  -2.09456  2.65492  0.478
H  1.15668  -2.37932  4.73788  0.404
H  3.36210  -3.16377  3.46282  0.329
I  -1.36216  -3.77450  -1.84374  0.009
I  -2.64645  -6.73740  -3.04313  -0.024



C28H40N7SSi2Ti | ωB97M-V with the def2-TZVPD basis set

E: -3301.008588 Ha
total charge: -1
energy above the lowest of the compared OMol25 structures with the same formula, charge and spin: 0.782 eV
HOMO-LUMO gap: 0.1826 hartree

Each line ends with the Mulliken charge.
CARTESIAN COORDINATES (ANGSTROEM)
Ti  0.44594  0.09941  0.11554  -0.532
N  0.48822  1.05564  4.44886  -0.604
C  0.75157  0.48613  3.19361  0.460
S  1.48911  1.51385  1.99860  -0.563
N  0.37648  -0.73234  3.00724  -1.315
N  0.58576  -1.15714  1.69500  1.550
C  1.09750  -2.41897  1.52986  -0.151
C  1.30938  -3.35316  2.64592  -0.128
C  2.53680  -4.00422  2.79775  -0.217
C  2.74832  -4.90903  3.82553  -0.693
C  1.74089  -5.17027  4.74420  -0.401
C  0.51895  -4.52095  4.61437  -0.633
C  0.30611  -3.62649  3.58197  -0.232
C  1.44979  -2.69204  0.22759  0.149
C  1.76089  -4.00045  -0.29373  -1.072
C  2.06435  -4.18039  -1.59848  -0.607
C  2.05712  -3.03747  -2.46759  -1.067
C  1.67155  -1.83829  -1.96725  -1.178
N  1.32242  -1.60413  -0.65735  0.533
H  1.11731  1.81281  4.67099  0.235
H  0.44970  0.34935  5.17144  0.264
H  3.33470  -3.78288  2.09956  0.509
H  3.70980  -5.39818  3.91594  0.367
H  1.90649  -5.86874  5.55525  0.370
H  -0.27576  -4.71422  5.32450  0.363
H  -0.64375  -3.11765  3.49342  0.380
H  1.72373  -4.84086  0.38619  0.441
H  2.28158  -5.16703  -1.98688  0.403
H  2.30944  -3.11811  -3.51665  0.420
H  1.60957  -0.97419  -2.61667  0.755
C  -1.54634  -1.47649  -2.82095  -1.547
Si  -0.94650  0.18986  -2.11291  1.324
C  -2.55099  1.23885  -2.22286  -1.374
C  0.16634  0.98117  -3.46611  0.699
C  -0.26037  1.02814  -4.79651  -0.684
C  0.50570  1.61070  -5.79042  -0.693
C  1.73300  2.17042  -5.46326  -0.703
C  2.16901  2.13161  -4.15128  -0.526
C  1.41028  1.54257  -3.13566  0.260
Si  2.07268  1.50697  -1.32694  1.392
C  2.34423  3.35282  -0.90496  -1.479
C  3.84099  0.81322  -1.43258  -1.414
H  -2.03010  -1.34573  -3.79123  0.382
H  -2.27964  -1.92241  -2.14528  0.266
H  -0.73404  -2.19019  -2.93367  0.363
H  -3.01760  1.06437  -3.19627  0.608
H  -2.35540  2.30463  -2.14350  0.279
H  -3.28031  0.96885  -1.45843  0.233
H  -1.21524  0.59215  -5.06628  0.194
H  0.15367  1.62729  -6.81477  0.375
H  2.34586  2.62775  -6.23050  0.371
H  3.13330  2.56591  -3.91182  0.211
H  3.11443  3.76363  -1.56262  0.416
H  2.67786  3.47804  0.12447  0.422
H  1.44573  3.95039  -1.03965  0.339
H  4.46931  1.43508  -2.07419  0.422
H  3.86163  -0.20590  -1.81330  0.299
H  4.28622  0.80001  -0.43659  0.308
C  -3.91458  -0.02562  2.02603  -1.183
N  -3.62056  1.36642  1.76471  0.173
C  -4.03469  2.24622  2.84702  -1.262
C  -2.39917  1.65149  1.15398  -0.108
N  -1.43909  0.78490  1.06833  0.852
N  -2.30206  2.92049  0.68365  0.371
C  -1.01764  3.39615  0.20638  -1.110
C  -3.49757  3.64190  0.29970  -1.326
H  -4.98039  -0.11963  2.23630  0.331
H  -3.35761  -0.41749  2.88833  0.404
H  -3.68059  -0.62891  1.15021  0.280
H  -5.11429  2.40877  2.82268  0.303
H  -3.52952  3.20422  2.76304  0.460
H  -3.76330  1.80838  3.81487  0.367
H  -1.61747  -0.01879  1.66896  -0.089
H  -0.27733  3.35387  1.00233  0.306
H  -1.13742  4.42523  -0.12982  0.420
H  -0.65153  2.80251  -0.64282  0.061
H  -3.89430  4.25498  1.11415  0.314
H  -4.27439  2.95102  -0.02729  0.406
H  -3.25420  4.30018  -0.53140  0.481



Q: Among the records above, which one has the highest energy above the lowest of the compared OMol25 structures with the same formula, charge and spin?
A: C3H7NO3



Q: Which formula does entry 1 have?
A: C19H23NOS



Q: Which formula does entry 5 have?
A: C28H40N7SSi2Ti



Q: Number 4 is which compound?
A: C23H18BrI2N4O3Pb